a:
This record from OMol25 describes an isolated ion of composition C5H9N2 and charge +1. The level of theory is wB97M-V/def2-TZVPD.

Summary:
**Multiplicity**: 1
**SMILES**: C[C@@H]1C[N@H+]2[C@@H]3[C@H]2N13
**Net charge**: +1
**HOMO-LUMO gap**: 12.31 eV

Geometry as XYZ:
```
16
Properties=species:S:1:pos:R:3:nbo_charge:R:1
C -1.691 0.783 0.316 -0.628
C -0.531 0.244 -0.587 -0.057
C 0.188 -1.139 -0.290 -0.287
N 1.487 -0.680 0.202 -0.375
C 1.895 0.496 -0.511 0.073
C 1.389 0.738 0.777 0.077
N 0.614 1.140 -0.372 -0.322
H -1.532 0.940 1.287 0.218
H -2.496 0.155 0.123 0.232
H -2.111 1.787 -0.001 0.253
H -0.714 0.410 -1.691 0.241
H -0.433 -1.696 0.440 0.258
H 0.221 -1.616 -1.364 0.258
H 2.104 -1.346 0.634 0.462
H 2.854 0.761 -1.226 0.312
H 1.454 1.173 1.730 0.284
```

=====

b:
This record from OMol25 describes an isolated ion of composition C5H9N2 and charge +1. The level of theory is wB97M-V/def2-TZVPD.

Summary:
**Multiplicity**: 1
**SMILES**: C=[N+]=NC1CCC1
**Net charge**: +1
**HOMO-LUMO gap**: 9.81 eV

Geometry as XYZ:
```
16
Properties=species:S:1:pos:R:3:nbo_charge:R:1
C 2.978 -0.280 0.719 -0.156
N 2.150 0.153 -0.126 0.088
N 1.271 0.759 -0.591 0.099
C -0.255 0.172 -0.951 -0.023
C -1.462 1.044 -0.382 -0.398
C -1.631 -0.048 0.748 -0.375
C -0.694 -0.972 -0.139 -0.488
H 2.623 0.023 1.692 0.274
H 3.903 -0.698 0.303 0.283
H -0.278 0.190 -2.010 0.250
H -2.294 0.935 -1.017 0.237
H -1.338 2.132 -0.092 0.247
H -1.050 0.256 1.560 0.203
H -2.700 -0.280 0.974 0.246
H -0.032 -1.748 0.219 0.248
H -1.192 -1.639 -0.908 0.266
```

=====

Most stable: a (next structure +0.366 eV)

=====

a:
This record from OMol25 describes an isolated ion of composition C5H9N2 and charge +1. The level of theory is wB97M-V/def2-TZVPD.

Summary:
**Multiplicity**: 1
**SMILES**: C[C@H]1C[C@@H]1C[N+]#N
**Net charge**: +1
**HOMO-LUMO gap**: 8.79 eV

Geometry as XYZ:
```
16
Properties=species:S:1:pos:R:3:nbo_charge:R:1
C -2.186 -0.114 -0.244 -0.594
C -0.848 -0.016 0.581 -0.208
C 0.192 -1.127 0.038 -0.447
C 0.293 0.325 -0.350 -0.248
C 1.539 1.073 0.170 -0.313
N 2.555 0.211 -0.134 0.176
N 3.287 -0.617 -0.264 0.355
H -2.621 0.909 -0.326 0.224
H -2.893 -0.747 0.246 0.236
H -1.935 -0.405 -1.212 0.201
H -1.133 0.135 1.652 0.268
H -0.304 -1.799 -0.613 0.250
H 0.882 -1.591 0.712 0.224
H -0.035 0.706 -1.351 0.262
H 1.772 2.057 -0.200 0.304
H 1.433 1.002 1.294 0.310
```

=====

b:
This record from OMol25 describes an isolated ion of composition C5H9N2 and charge +1. The level of theory is wB97M-V/def2-TZVPD.

Summary:
**Multiplicity**: 1
**SMILES**: CCc1c[nH]c[nH+]1
**Net charge**: +1
**HOMO-LUMO gap**: 10.87 eV

Geometry as XYZ:
```
16
Properties=species:S:1:pos:R:3:nbo_charge:R:1
C -2.288 0.112 -0.522 -0.604
C -1.262 -0.601 0.372 -0.447
C 0.151 -0.127 0.195 0.179
C 0.847 0.210 -0.944 -0.062
N 2.117 0.546 -0.551 -0.446
C 2.285 0.310 0.743 0.240
N 1.103 -0.132 1.183 -0.448
H -3.293 0.188 -0.135 0.247
H -2.306 -0.420 -1.476 0.219
H -1.922 1.108 -0.785 0.214
H -1.476 -0.447 1.436 0.227
H -1.353 -1.681 0.248 0.249
H 0.563 0.293 -1.978 0.260
H 2.718 0.986 -1.229 0.460
H 3.156 0.222 1.368 0.261
H 0.959 -0.567 2.076 0.452
```

=====

Most stable: b (next structure +3.924 eV)

=====

a:
This record from OMol25 describes the molecule C4H8N4. The level of theory is wB97M-V/def2-TZVPD.

Summary:
**Multiplicity**: 1
**SMILES**: [H]/N=N/N(C)C(N)=C=C
**HOMO-LUMO gap (spin up / spin down)**: 7.59 / 7.59 eV

Geometry as XYZ:
```
16
Properties=species:S:1:pos:R:3:nbo_charge:R:1
H 1.743 0.273 -2.741 0.345
N 1.408 0.048 -1.796 -0.379
N 0.273 0.525 -1.666 0.064
N -0.641 -0.276 -0.612 -0.303
C -1.414 -1.442 -0.911 -0.434
C -0.247 0.152 0.592 0.345
N -0.986 -0.128 1.724 -0.802
C 0.788 1.055 0.475 -0.171
C 1.852 1.498 1.104 -0.447
H -0.985 -1.864 -1.825 0.223
H -2.462 -1.189 -1.097 0.197
H -1.372 -2.176 -0.101 0.215
H -0.685 0.360 2.553 0.402
H -1.990 -0.169 1.627 0.381
H 2.326 0.963 1.924 0.174
H 2.392 2.369 0.750 0.191
```

=====

b:
This record from OMol25 describes the molecule C4H8N4. The level of theory is wB97M-V/def2-TZVPD.

Summary:
**Multiplicity**: 1
**SMILES**: C/N=N/C1=CNNC1
**HOMO-LUMO gap**: 8.01 eV

Geometry as XYZ:
```
16
Properties=species:S:1:pos:R:3:nbo_charge:R:1
C 1.108 -2.823 -1.078 -0.483
N 0.960 -1.798 -0.065 -0.152
N 0.144 -0.993 -0.532 -0.153
C -0.137 0.264 0.307 -0.081
C 0.713 1.110 0.887 0.000
N -0.024 2.171 1.182 -0.410
N -1.192 2.263 0.551 -0.447
C -1.357 0.967 -0.257 -0.217
H 1.988 -3.115 -1.450 0.216
H 0.332 -2.946 -1.929 0.199
H 1.139 -3.720 -0.509 0.207
H 1.762 1.291 1.321 0.247
H 0.404 3.258 1.456 0.369
H -1.929 2.296 1.379 0.340
H -1.396 0.990 -1.259 0.184
H -2.515 0.788 -0.004 0.181
```

=====

Most stable: a (next structure +0.778 eV)

=====

a:
This record from OMol25 describes the molecule C4H8N4. The level of theory is wB97M-V/def2-TZVPD.

Summary:
**Multiplicity**: 1
**HOMO-LUMO gap (spin up / spin down)**: 8.09 / 8.09 eV

Geometry as XYZ:
```
16
Properties=species:S:1:pos:R:3:nbo_charge:R:1
C -1.096 -0.957 0.382 -0.012
C 1.297 1.142 -0.293 0.073
C -2.159 -0.189 0.349 -0.534
C 0.368 2.099 -0.354 -0.455
N -0.355 -1.253 -0.733 -0.463
N 1.770 0.222 0.482 -0.283
N 0.980 -1.629 -0.650 -0.325
N 1.790 -1.098 0.375 -0.205
H -2.343 0.257 -0.634 0.192
H -2.377 0.366 1.392 0.219
H 0.321 2.981 -0.984 0.214
H -0.541 2.026 0.217 0.199
H -0.541 -0.651 -1.447 0.367
H 2.487 0.515 1.175 0.430
H 0.978 -2.700 -0.615 0.377
H -0.580 -1.132 1.338 0.203
```

=====

b:
This record from OMol25 describes a 2-piece molecular cluster, C4H8N4 overall. The level of theory is wB97M-V/def2-TZVPD.

Summary:
**Multiplicity**: 1
**HOMO-LUMO gap (spin up / spin down)**: 8.20 / 8.20 eV

Geometry as XYZ:
```
16
Properties=species:S:1:pos:R:3:nbo_charge:R:1
C 2.373 1.787 1.819 -0.122
C 1.128 1.777 1.138 -0.154
C 0.492 -1.004 -1.436 -0.501
C -1.461 -0.367 -0.070 -0.465
N 2.853 0.541 1.710 -0.276
N 2.054 -0.202 0.970 -0.124
N 1.079 0.547 0.635 -0.066
N -0.240 0.059 -0.823 -0.124
H 2.989 2.478 2.535 0.232
H 0.451 2.536 0.824 0.225
H 0.604 -1.804 -0.630 0.209
H 0.033 -1.531 -2.310 0.247
H 1.569 -0.662 -1.806 0.244
H -1.673 0.513 0.585 0.241
H -2.272 -0.409 -0.868 0.229
H -1.465 -1.432 0.293 0.206
```

=====

Most stable: b (next structure +1.961 eV)